No. 1
Here is 2 unconnected molecules or ions with the total composition C5H10O2 at a distorted geometry from OMol25. Energies are from ωB97M-V/def2-TZVPD.

Cartesian coordinates (Å):
H -0.259 -2.814 -1.059
H -0.686 0.004 1.345
C 0.677 -2.139 0.460
H -2.487 2.406 -1.716
H 0.845 -0.594 -1.175
H 3.038 1.817 1.386
H -2.313 2.510 0.266
C -2.153 1.951 -0.709
C 0.356 -0.754 -0.161
H -0.763 0.749 -1.809
C -1.237 0.962 -0.783
H 1.723 1.160 0.885
H 0.233 -2.117 1.450
C -0.566 0.166 0.215
O -0.234 -3.221 -0.171
O 2.101 2.001 1.131
H 1.724 -2.086 0.445

Values from the calculation:
2S+1	2
E_HOMO (alpha / beta)	-0.5547 / -0.5544	Ha
max |F|	4.43	eV/A
energy relative to the best compared isomer or geometry (same formula, charge and spin)	311.3	kJ/mol
E_LUMO (alpha / beta)	-5.9 / -8.6	eV
net charge	+1

---

No. 2
Here is 2 unconnected molecules or ions with the total composition C5H10O2S at a distorted geometry from OMol25. Energies are from ωB97M-V/def2-TZVPD.

Cartesian coordinates (Å):
C 0.559 -0.105 0.880
C -1.603 -0.534 -2.510
O 0.050 -2.742 1.880
H 1.216 1.165 2.375
H 1.046 0.335 -1.093
H 2.614 0.387 0.072
C 0.487 0.357 2.370
H -1.049 -0.032 -3.260
H -0.541 0.521 2.593
H -2.045 -1.486 -2.699
H -2.203 -1.504 0.026
H -2.323 0.240 -2.295
C -0.518 -0.920 0.232
H 1.445 1.685 0.197
O -1.797 -0.963 0.695
C 1.510 0.679 -0.085
H 0.907 -0.518 2.932
S 0.765 -2.142 0.758

Values from the calculation:
E_HOMO (alpha / beta)	-0.2845 / -0.3232	Ha
max |F|	4.08	eV/A
energy relative to the best compared isomer or geometry (same formula, charge and spin)	678.7	kJ/mol
E_LUMO (alpha / beta)	-0.3 / -0.3	eV

---

No. 3
Here is a gas-phase ion, C5H10O2S (charge +1) at a distorted geometry from OMol25. Energies are from ωB97M-V/def2-TZVPD.

Cartesian coordinates (Å):
C 1.434 0.142 -0.047
C -2.240 0.501 -1.287
H -0.635 1.763 -0.697
O -3.434 0.254 -1.131
H 3.435 -1.024 3.042
H 2.916 0.749 3.002
H -0.394 -1.085 -0.260
C 3.072 -0.173 2.422
H 1.726 1.142 0.225
H -1.363 0.958 0.625
C 0.040 -0.121 -0.564
O -1.700 0.150 -2.444
S 1.497 -0.819 1.649
C -1.057 0.921 -0.473
H 3.800 -0.132 1.632
H -2.230 0.211 -3.222
H 0.252 -0.223 -1.634
H 2.122 -0.107 -0.786

Values from the calculation:
2S+1	2
E_HOMO (alpha / beta)	-0.4988 / -0.4987	Ha
max |F|	7.45	eV/A
energy relative to the best compared isomer or geometry (same formula, charge and spin)	168.1	kJ/mol
E_LUMO (alpha / beta)	-4.0 / -8.6	eV
net charge	+1

---

No. 4
Here is C5H10O2S2 in the gas phase at a distorted geometry from OMol25. Energies are from ωB97M-V/def2-TZVPD.

Cartesian coordinates (Å):
C -0.733 1.090 1.713
C 1.123 -2.595 0.670
O -1.339 0.934 -1.462
C 1.220 0.434 -2.114
H 1.168 1.303 -2.676
C -1.949 1.909 1.309
C 0.005 0.099 0.639
S 1.315 -0.837 1.196
H 0.895 -3.225 1.487
H 2.146 -2.708 0.249
H 2.027 0.246 -1.548
S -0.300 -0.032 -1.166
H -1.825 2.832 1.687
H -2.792 1.452 1.720
H 1.306 -0.280 -2.925
H 0.470 -2.624 -0.152
O -0.421 -1.414 -1.556
H -2.005 2.175 0.240
H -0.312 1.240 2.689

Values from the calculation:
E_HOMO (alpha / beta)	-0.3048 / -0.3048	Ha
max |F|	8.12	eV/A
SMILES string	C/C=C(/SC)S(C)(=O)=O
energy relative to the best compared isomer or geometry (same formula, charge and spin)	264.1	kJ/mol
E_LUMO (alpha / beta)	-0.5 / -0.5	eV

---

No. 5
Here is 2 unconnected molecules or ions with the total composition C5H10O3 from OMol25. Energies are from ωB97M-V/def2-TZVPD.

Cartesian coordinates (Å):
H 2.090 1.197 -0.538
C 1.310 -0.400 0.079
O 1.648 -1.440 0.899
O 1.402 0.282 -2.177
H -1.174 1.676 1.910
H 1.287 -1.737 -1.583
H 0.626 0.628 -2.634
H -2.802 1.025 1.643
C -1.295 0.182 0.382
C 0.967 -0.741 -1.284
H -1.581 0.069 2.501
C -1.674 -0.167 -0.774
H 1.804 -1.097 1.788
H -2.557 -0.221 -1.385
C -1.742 0.772 1.678
H -0.056 -0.049 0.481
O 1.998 0.755 0.326
H -0.251 -0.734 -1.310

Values from the calculation:
E_HOMO	-0.2805	Ha
max |F|	0.47	eV/A
energy relative to the best compared isomer or geometry (same formula, charge and spin)	506.1	kJ/mol
E_LUMO	0.7	eV

---

No. 6
Here is 2 unconnected molecules or ions with the total composition C5H10O3 at a distorted geometry from OMol25. Energies are from ωB97M-V/def2-TZVPD.

Cartesian coordinates (Å):
C 0.796 0.242 -1.367
H 0.882 -3.023 1.136
H 0.613 -0.464 -2.179
O 0.091 -0.320 3.442
O -1.426 1.013 -1.956
H -0.242 -0.797 2.649
H 1.887 -0.950 0.072
H -1.153 -1.000 0.009
H 0.958 0.428 0.776
H 1.754 0.727 -1.581
C -0.043 -2.577 0.793
C -0.361 1.199 -1.436
C 0.970 -0.362 0.028
H 0.919 -0.738 3.733
O -0.065 2.347 -0.771
C -0.156 -1.386 0.211
H -0.799 2.938 -0.934
H -0.931 -3.111 1.084

Values from the calculation:
E_HOMO	-0.3753	Ha
max |F|	2.38	eV/A
SMILES string	C=CCCC(=O)O.O
energy relative to the best compared isomer or geometry (same formula, charge and spin)	87.3	kJ/mol
E_LUMO	0.7	eV

---

No. 7
Here is 2 unconnected molecules or ions with the total composition C5H10O3 at a distorted geometry from OMol25. Energies are from ωB97M-V/def2-TZVPD.

Cartesian coordinates (Å):
H -1.908 2.125 -0.287
C -0.490 0.676 0.533
C -0.858 1.835 -0.358
H 1.775 0.809 1.270
H 2.680 -2.210 1.308
H -0.485 -0.893 -1.884
H -0.994 -1.303 1.066
H -1.300 -2.253 -1.088
C -0.777 -0.646 0.231
C 1.587 0.422 0.254
H -0.637 1.609 -1.400
H -0.247 2.686 -0.056
C -1.188 -1.169 -1.099
O 2.196 0.805 -0.711
H -2.153 -0.741 -1.383
H -0.642 0.916 1.583
O 2.016 -1.573 1.619
O 1.425 -1.094 0.401

Values from the calculation:
E_HOMO	-0.3184	Ha
max |F|	3.30	eV/A
SMILES string	C/C=C\C.O=COO
energy relative to the best compared isomer or geometry (same formula, charge and spin)	593.1	kJ/mol
E_LUMO	0.2	eV

---

No. 8
Here is a molecular structure, C5H10O4Tl at a distorted geometry from OMol25. Energies are from ωB97M-V/def2-TZVPD.

Cartesian coordinates (Å):
H 3.212 1.739 -0.295
C -0.797 -1.153 1.372
H 0.616 -2.442 0.362
C 0.577 -1.444 0.826
H 1.302 -1.427 1.650
C 2.713 1.658 -1.264
O -3.867 -2.207 0.050
H 1.262 3.233 -1.030
O -3.416 -0.884 1.761
Tl -5.937 -1.278 1.159
H 3.250 1.033 -1.983
C 1.968 2.844 -1.778
H -0.868 -1.499 2.415
O -1.756 -1.835 0.569
O 1.110 -0.398 -0.203
H 1.408 2.597 -2.692
H 0.617 -0.543 -1.028
H -0.999 -0.072 1.352
C -3.056 -1.592 0.787
H 2.661 3.667 -2.030

Values from the calculation:
2S+1	2
E_HOMO (alpha / beta)	-0.2768 / -0.3567	Ha
max |F|	3.10	eV/A
energy relative to the best compared isomer or geometry (same formula, charge and spin)	19.5	kJ/mol
E_LUMO (alpha / beta)	-0.5 / -0.5	eV

---

Question: Look up the energy relative to the best compared isomer or geometry (same formula, charge and spin) of the fourth one.
Answer: 264.1 kJ/mol

---

Question: Which value of max |F| does entry 2 give?
Answer: 4.08 eV/A